1.
Below is 12 unconnected molecules or ions with the total composition C42H102O36P6, with properties calculated with the ωB97M-V functional and the def2-TZVPD basis.

XYZ file:
```
186
Properties=species:S:1:pos:R:3:forces:R:3
C 16.2009 10.4362 22.9278 -1.162 -0.022 0.051
O 14.9251 9.7674 22.5953 -0.573 0.584 -0.490
P 13.8616 10.4962 21.6230 -0.829 0.089 -1.329
O 14.1617 10.3955 20.1576 -0.350 -0.179 1.942
O 12.3454 9.9537 22.0251 2.373 0.035 0.443
C 12.0211 8.5487 21.9587 -0.234 -0.396 -0.670
O 13.7976 12.0272 22.1128 0.341 -1.211 0.309
C 13.0833 13.0115 21.3761 -1.072 0.607 -0.586
H 16.1869 10.5022 24.0157 0.047 0.435 -0.136
H 16.1529 11.3976 22.4163 0.582 0.061 0.409
H 17.0866 9.8607 22.6587 -0.446 -0.223 -0.476
H 11.5816 8.1106 22.8548 -0.101 0.892 0.410
H 12.8634 7.8830 21.7704 0.313 0.397 -0.381
H 11.2881 8.4592 21.1569 0.126 -0.236 -0.040
H 12.0669 13.1361 21.7497 0.000 -0.225 0.466
H 12.9186 12.7685 20.3264 0.525 -0.249 -0.087
H 13.5601 13.9891 21.4464 0.402 -0.295 0.065
C 4.2677 16.7785 12.4722 -1.510 -1.235 -1.389
O 4.8513 17.1233 13.6810 1.286 1.139 1.760
P 5.6122 18.5424 13.7475 1.449 0.051 -2.481
O 6.5892 18.7029 12.5886 -2.717 0.341 2.622
O 6.3149 18.5347 15.1706 -0.364 -0.418 -0.023
C 7.1585 19.6312 15.5723 0.024 0.609 0.257
O 4.3843 19.6073 13.8739 0.557 -0.597 -0.435
C 3.4205 19.5707 14.9463 1.095 0.449 1.078
H 3.1925 16.9555 12.4976 -0.113 0.620 0.034
H 4.2797 15.6944 12.3598 0.595 -0.076 0.059
H 4.6949 17.2316 11.5776 0.241 0.154 0.281
H 8.2160 19.5272 15.3297 -0.199 -0.504 -0.479
H 7.1101 19.7107 16.6583 -0.308 -0.131 -0.014
H 6.8097 20.5619 15.1248 -0.053 0.012 0.020
H 3.8270 19.0432 15.8092 0.016 -0.525 -0.140
H 2.4257 19.1856 14.7225 0.291 -0.027 -0.624
H 3.3701 20.5843 15.3442 -0.392 0.177 -0.440
C 8.0898 21.8967 20.6696 -0.837 1.374 0.108
O 8.3415 20.8036 21.5505 0.922 -1.801 -1.102
P 8.7886 19.3696 20.8661 0.154 0.321 -0.255
O 7.7797 18.7768 19.9640 0.699 0.525 0.659
O 9.2001 18.4318 22.0761 -0.038 0.857 0.688
C 10.1754 18.8471 23.0694 0.248 0.022 0.513
O 10.2456 19.5987 20.2021 -1.133 -0.106 0.605
C 10.4271 19.6320 18.7924 0.227 0.113 -0.652
H 7.3643 22.5316 21.1781 0.076 -0.032 0.241
H 7.6027 21.7141 19.7117 0.167 -0.965 -0.007
H 8.9452 22.5408 20.4660 0.449 -0.437 0.237
H 10.8215 18.0098 23.3331 -0.069 -0.166 -0.560
H 9.7378 19.1307 24.0266 -0.706 0.037 -0.293
H 10.7932 19.6940 22.7706 -0.103 -0.133 -0.449
H 11.2560 18.9949 18.4841 0.291 0.239 0.453
H 10.6357 20.6750 18.5544 -0.020 -0.139 -0.460
H 9.5894 19.2279 18.2240 -0.385 0.315 0.255
C 3.6076 16.1264 16.6394 0.745 1.274 -1.246
O 3.1709 15.1503 17.4960 -3.652 -3.050 1.472
P 1.6429 14.5397 17.3290 -0.975 0.497 -0.800
O 0.9896 13.8456 18.4780 1.809 0.808 -1.513
O 0.7232 15.7954 16.8075 1.451 -1.024 0.225
C 0.6572 17.0193 17.5294 -0.693 -0.002 -0.367
O 1.6992 13.7671 15.8856 1.730 0.818 2.070
C 0.5888 13.0714 15.4207 -1.962 0.041 -0.517
H 4.5379 15.7457 16.2177 0.153 0.639 -0.067
H 3.7000 17.0332 17.2370 0.574 0.194 -0.222
H 2.9181 16.3532 15.8262 -0.035 -0.181 -0.100
H -0.3917 17.1109 17.8114 0.201 0.252 0.525
H 0.8667 17.8221 16.8225 0.204 0.077 0.076
H 1.3457 17.0641 18.3733 -0.162 -0.033 0.082
H 0.2235 13.5395 14.5066 0.282 0.088 -0.228
H -0.2504 13.1907 16.1060 0.005 -0.435 0.218
H 0.7621 12.0194 15.1944 0.389 0.072 0.368
C 12.0490 20.9717 15.8821 -0.089 2.942 -0.658
O 11.8156 19.6362 16.0313 -0.849 -2.999 0.219
P 11.2520 18.7620 14.8120 -0.822 -0.593 -2.488
O 10.6355 19.5953 13.7046 2.009 -1.697 2.079
O 12.5321 17.7526 14.4223 -2.476 1.725 -0.073
C 13.0790 16.8352 15.3725 0.520 0.552 0.760
O 10.1306 17.7753 15.4487 2.620 2.125 1.394
C 9.1843 17.1390 14.6707 -1.176 -1.890 -1.251
H 12.5617 21.3646 16.7601 0.448 -0.321 -0.202
H 11.1568 21.5932 15.8054 -0.614 -0.368 0.168
H 12.5257 21.2046 14.9300 0.668 -0.090 0.226
H 12.5641 16.9034 16.3307 -0.188 -0.160 0.025
H 14.1004 17.1718 15.5503 0.112 -0.264 -0.018
H 13.0946 15.7994 15.0336 -0.211 0.271 -0.312
H 8.2740 16.9980 15.2535 0.084 0.390 -0.076
H 9.5235 16.1277 14.4464 0.196 -0.157 -0.056
H 8.9722 17.5984 13.7053 -0.013 0.492 0.222
C 15.8454 13.6886 18.9346 -0.107 -0.120 1.318
O 16.6504 13.0904 17.9332 -0.372 -0.129 -2.734
P 16.1093 13.1642 16.3673 -0.488 -2.684 1.325
O 15.1947 14.2742 16.0723 0.973 0.204 -0.174
O 17.4669 12.9231 15.4961 -2.695 0.908 0.888
C 18.1774 11.7232 15.6938 1.500 -0.867 0.403
O 15.2903 11.7265 16.1834 3.348 1.979 -2.094
C 14.2563 11.3265 16.9989 -0.758 0.198 1.164
H 16.3478 14.5949 19.2727 -0.525 0.212 -0.242
H 15.8054 13.0198 19.7944 0.324 -0.297 -0.001
H 14.7889 13.7980 18.6898 0.293 0.561 -0.465
H 17.6484 10.9485 16.2489 -0.296 0.190 -0.205
H 19.0868 11.9486 16.2508 -0.026 0.128 0.199
H 18.5360 11.3265 14.7440 -0.470 0.102 -0.176
H 13.8383 12.2285 17.4458 -0.416 -0.249 0.517
H 14.6782 10.6462 17.7388 -0.586 0.005 0.243
H 13.4717 10.8534 16.4085 0.188 -0.186 -0.055
O 14.2629 16.0556 19.8733 -0.081 1.228 -0.416
C 13.4867 16.9840 19.7324 -0.799 -1.728 0.852
O 13.7694 18.1586 19.1700 -2.426 -0.205 0.295
C 15.0197 18.4092 18.6446 2.129 0.552 0.615
C 15.0853 19.7298 17.8964 -0.012 -0.805 -0.187
C 12.0294 16.8434 20.2751 1.417 0.894 -0.234
H 15.4304 17.5378 18.1345 -0.284 0.081 -0.473
H 15.6894 18.5627 19.4908 0.242 -0.252 0.265
H 14.4668 19.7204 16.9990 0.116 0.121 -0.053
H 16.1450 19.8023 17.6515 -0.065 0.344 -0.389
H 14.8304 20.5793 18.5300 -0.135 -0.131 0.040
H 11.8512 17.6985 20.9270 -0.111 0.006 0.046
H 11.9909 15.9222 20.8564 -0.183 0.062 -0.348
H 11.2866 16.9089 19.4800 0.059 -0.287 -0.024
O 11.0238 13.3780 13.0731 -0.315 -0.126 -0.085
C 11.9363 12.8152 12.5309 1.558 -0.125 0.574
O 11.8833 12.1860 11.3669 0.474 -1.034 0.090
C 10.6878 12.1417 10.6377 -1.439 0.457 -0.873
C 10.9059 11.2532 9.4241 0.294 0.218 -0.094
C 13.3838 12.8038 13.0425 -0.173 0.902 0.632
H 10.4457 13.1861 10.4407 -0.141 0.009 -0.642
H 9.7990 11.7768 11.1524 0.370 -0.208 0.792
H 11.7067 11.6605 8.8069 0.081 -0.185 -0.022
H 10.0304 11.1262 8.7874 -0.185 0.369 0.197
H 11.1612 10.2456 9.7521 0.242 0.055 0.065
H 14.1555 12.7551 12.2743 -0.377 0.019 -0.171
H 13.6702 12.0904 13.8153 -0.611 -0.521 -0.168
H 13.4680 13.7410 13.5927 0.259 0.216 -0.168
O 3.4152 20.4834 23.9347 0.805 -0.881 -0.644
C 3.4270 19.3216 24.2906 -1.701 1.749 0.826
O 3.8810 18.2651 23.6324 -0.307 -0.531 1.119
C 4.4951 18.4208 22.3816 0.837 1.285 -0.564
C 5.3655 17.2533 22.1331 -0.097 -1.570 -0.248
C 2.7462 18.9572 25.5922 0.249 -0.904 0.361
H 5.1444 19.2947 22.4340 -0.414 0.441 -0.333
H 3.7104 18.5166 21.6312 0.136 0.246 -0.133
H 6.1645 17.1463 22.8667 -0.019 0.148 0.010
H 5.7998 17.2376 21.1335 0.054 0.356 0.024
H 4.7299 16.3697 22.1914 0.129 -0.282 0.090
H 3.2890 19.3538 26.4502 0.411 -0.148 -0.143
H 2.6862 17.8705 25.6518 -0.033 0.053 0.327
H 1.7527 19.3789 25.7443 0.008 0.094 -0.729
O 12.5517 7.9703 17.0719 -1.448 0.348 1.090
C 11.6954 8.3082 17.8896 2.246 1.156 -1.774
O 10.9762 7.4828 18.5988 -0.793 -0.749 0.515
C 11.0311 6.0710 18.3486 0.636 -0.380 0.728
C 12.2489 5.4121 19.0011 0.549 0.255 -0.245
C 11.3494 9.7330 18.2543 0.114 0.516 0.843
H 11.0412 5.8421 17.2830 -0.279 0.271 0.004
H 10.1148 5.7619 18.8514 0.042 -0.417 -0.364
H 12.1891 4.3245 18.9606 -0.356 -0.006 0.266
H 12.4301 5.7677 20.0154 -0.424 -0.215 0.181
H 13.1848 5.6346 18.4886 -0.181 0.295 -0.354
H 10.4139 9.7640 18.8128 -0.340 0.071 -0.615
H 11.4440 10.4892 17.4750 -0.455 -0.524 -0.385
H 12.0236 10.1556 18.9993 0.673 -0.541 0.140
O 10.6823 13.7205 18.8672 -0.789 1.143 -0.872
C 10.4348 14.2964 17.8079 1.209 -1.831 0.681
O 9.4510 15.1488 17.5867 0.706 -0.505 -0.638
C 8.4542 15.3615 18.5599 -1.301 1.008 0.187
C 7.5400 16.3926 17.8498 0.133 -0.686 0.783
C 11.2978 14.0350 16.5924 -0.051 0.485 0.263
H 8.8967 15.7651 19.4707 0.031 0.164 0.035
H 7.9367 14.4461 18.8468 0.089 -0.148 -0.275
H 8.1848 17.2464 17.6418 -0.389 0.169 -0.160
H 6.6765 16.6840 18.4478 0.276 0.176 0.280
H 7.1163 15.9724 16.9377 0.330 -0.060 -0.144
H 10.8717 14.4640 15.6855 0.207 -0.121 0.027
H 11.5275 12.9759 16.4757 -0.433 -0.023 0.052
H 12.2673 14.4729 16.8303 0.105 0.237 -0.221
O 7.1857 11.5855 22.2806 -0.811 1.573 -2.126
C 7.4114 12.1810 21.2179 0.245 -0.872 2.960
O 6.6535 13.1497 20.6384 0.687 -1.049 -0.334
C 5.4684 13.5497 21.2811 -1.321 1.197 1.583
C 4.4461 14.1377 20.3089 0.586 -1.207 -0.928
C 8.7094 11.9551 20.5512 0.399 -0.256 -1.156
H 5.7168 14.3382 21.9915 0.370 0.152 0.086
H 5.0710 12.7750 21.9369 -0.055 -0.390 -0.473
H 4.9068 14.9085 19.6912 -0.067 0.225 0.191
H 3.4921 14.4744 20.7146 0.361 0.114 0.478
H 4.1719 13.3473 19.6102 -0.096 -0.057 -0.184
H 8.5232 11.5013 19.5778 0.016 0.241 -0.339
H 9.3331 11.2270 21.0699 -0.263 0.265 0.377
H 9.2566 12.8833 20.3865 -0.069 -0.078 -0.056
```
Positions in Å, forces in eV/Å.

Output
- HOMO-LUMO gap: 10.2 eV
- Energy above the lowest of the compared OMol25 structures with the same formula, charge and spin: 88.36 kcal per mole
- LUMO energy: 0.2611 eV
- 2S+1: 1

2.
Below is 2 unconnected molecules or ions with the total composition C6H15N, with properties calculated with the ωB97M-V functional and the def2-TZVPD basis.

XYZ file:
```
22
Properties=species:S:1:pos:R:3:forces:R:3
C 2.4525 0.4759 -0.3683 0.002 -1.121 -0.157
N 1.2026 0.7270 -1.0762 -0.299 0.149 1.636
C -0.5138 -0.9769 -0.4427 3.197 3.480 -1.253
C -1.2296 0.0985 0.2380 -0.393 -1.570 -0.598
C -1.8724 1.1006 -0.6962 0.453 0.075 -0.536
C -2.2266 -0.9901 0.8382 -0.701 2.034 1.177
C 2.2496 -0.2591 0.9480 0.380 0.087 0.092
H 3.1096 -0.1612 -0.9817 0.424 0.347 0.080
H 2.9611 1.4198 -0.1176 0.024 0.016 -0.345
H 1.5260 1.1782 -1.9331 -0.577 -0.644 -0.531
H 0.1148 -1.6393 0.1324 -0.268 -0.368 -0.145
H -0.4158 -0.8657 -1.5248 -0.549 -0.941 -0.091
H -0.6550 0.6518 0.9773 0.061 -0.560 0.350
H -1.1373 1.4500 -1.4244 0.173 -0.351 0.027
H -2.1179 2.0310 -0.1839 -0.714 -0.296 0.154
H -2.6819 0.6265 -1.2561 -0.295 0.391 0.192
H -1.8229 -1.3512 1.7808 0.035 -0.443 -0.174
H -3.1088 -0.3916 1.0955 -0.245 -0.446 -0.074
H -2.5143 -1.7811 0.1458 0.043 -0.003 0.063
H 1.4706 0.2975 1.4724 -0.120 -0.542 0.335
H 2.0651 -1.3255 0.8006 -0.711 0.122 -0.112
H 3.1444 -0.3151 1.5759 0.081 0.584 -0.089
```
Positions in Å, forces in eV/Å.

Output
- HOMO-LUMO gap: 6.6 eV
- Energy above the lowest of the compared OMol25 structures with the same formula, charge and spin: 128.57 kcal per mole
- LUMO energy: -0.3588 eV
- 2S+1: 1

3.
Below is 21 unconnected molecules or ions with the total composition H42O21, with properties calculated with the ωB97M-V functional and the def2-TZVPD basis.

XYZ file:
```
63
Properties=species:S:1:pos:R:3:forces:R:3
O -2.7879 1.1442 1.6647 -0.703 1.282 0.346
H -3.4136 1.8942 1.8966 0.825 -1.336 -0.411
H -1.8959 1.5241 1.8311 0.091 0.103 0.014
O -1.7457 3.9650 0.1450 0.325 -1.108 -0.726
H -2.6252 3.5777 0.0549 -0.070 0.030 -0.095
H -1.1966 3.2547 -0.2845 -0.121 0.686 0.424
O -2.9461 0.5227 -1.1917 -0.278 0.473 -0.924
H -2.9045 0.8156 -0.2805 0.100 -0.134 0.646
H -2.6075 -0.3672 -1.2400 0.229 -0.467 0.117
O 2.6936 1.4668 4.1527 0.697 0.046 0.179
H 3.3757 1.8638 4.7226 -0.523 -0.238 -0.163
H 3.1702 1.2978 3.3282 -0.229 0.133 -0.199
O 3.4090 -3.2388 -4.2250 -0.422 -0.897 -1.662
H 3.3463 -4.2072 -4.2104 0.083 0.472 0.050
H 3.6213 -2.9885 -3.3455 0.350 0.269 1.683
O 0.0093 0.5083 -5.6510 -0.913 1.147 0.429
H -0.6875 1.0348 -5.1801 0.618 -0.635 -0.733
H 0.2252 -0.1627 -5.0069 0.326 -0.624 0.264
O -1.4926 -2.1708 -2.7085 0.410 -0.298 0.324
H -0.5728 -2.2999 -3.0289 -0.212 0.433 -0.293
H -1.7728 -3.0680 -2.5048 -0.231 -0.041 0.026
O -4.4610 3.6151 1.2933 0.451 1.049 -0.226
H -5.2552 4.1179 1.0386 0.383 -0.399 0.158
H -3.7383 4.2837 1.2707 -0.795 -0.497 0.291
O 0.7224 -4.4441 0.0486 0.307 -1.459 -0.243
H 0.9509 -5.3996 0.0813 -0.275 0.894 -0.394
H 0.8077 -4.2070 0.9701 -0.165 0.666 0.625
O 1.0603 -1.7524 -3.8402 0.386 -0.037 0.591
H 1.4844 -1.3749 -3.0164 -0.334 -0.970 -1.516
H 1.6543 -2.4094 -4.3058 -0.198 1.127 1.187
O 0.3352 1.9248 -1.0831 0.026 1.147 -0.007
H 0.2637 0.9897 -0.8769 -0.233 -0.706 -0.268
H 0.1739 2.0599 -2.0291 0.028 -0.430 0.314
O 0.2791 4.5299 1.9410 1.651 0.286 -0.165
H -0.4991 4.5255 1.3979 -1.191 -0.050 -0.522
H 0.9830 4.6481 1.2658 -0.409 -0.163 0.849
O -1.8552 -1.4528 2.5180 -0.194 0.215 0.331
H -2.6694 -1.7916 2.9146 0.139 0.171 -0.154
H -2.0427 -0.5147 2.2997 -0.231 -0.370 -0.113
O -0.2242 1.8695 2.4327 -0.043 0.422 0.161
H -0.0060 2.8176 2.6130 -0.145 -0.574 -0.191
H -0.2011 1.3655 3.2820 0.293 0.378 -0.218
O 2.7020 -1.6272 0.9916 -0.510 0.493 0.276
H 1.9384 -1.8076 1.5721 0.114 -0.431 -0.092
H 2.7182 -0.6543 1.0063 0.250 0.062 -0.113
O 3.5934 -3.2401 -1.1855 -0.267 1.310 0.035
H 3.8597 -4.0844 -0.8652 0.274 -0.973 0.333
H 3.3648 -2.7250 -0.3773 0.018 -0.237 -0.550
O 2.3706 1.5076 1.1838 -0.318 -0.324 1.484
H 2.3571 1.6038 0.2479 -0.186 0.308 -1.265
H 1.4574 1.7250 1.4921 0.462 -0.267 -0.187
O 0.5029 -2.7896 2.4671 0.080 -0.050 -0.248
H 0.8473 -3.0807 3.3171 -0.399 0.098 0.089
H -0.4361 -2.4903 2.5339 0.606 0.004 0.137
O -2.3427 1.4868 -4.1731 0.758 0.591 -0.947
H -2.5186 0.9611 -3.4107 -0.426 -0.565 1.135
H -3.1448 1.9483 -4.4042 -0.307 0.060 0.040
O 0.1490 0.1258 4.4342 -0.055 -0.005 0.127
H 1.0669 0.0111 4.1441 -0.088 0.093 0.163
H -0.3888 -0.5465 4.0030 0.061 -0.291 -0.100
O 0.3180 -0.9795 -0.7561 1.054 -0.254 0.571
H 1.0144 -1.5463 -0.3388 -0.770 0.559 -0.438
H -0.3934 -1.5652 -1.0358 -0.151 -0.178 -0.235
```
Positions in Å, forces in eV/Å.

Output
- HOMO-LUMO gap: 9.7 eV
- Energy above the lowest of the compared OMol25 structures with the same formula, charge and spin: 65.73 kcal per mole
- LUMO energy: -0.0497 eV
- 2S+1: 1

no.,total energy (a.u.)
1,-6418.76597
2,-292.16414
3,-1605.31936